1.
6 unconnected molecules or ions with the total composition C18H48O18S6. Source: the Open Molecules 2025 dataset; level of theory: ωB97M-V/def2-TZVPD.

* E_HOMO: -10.72 eV
* relative energy (zero: lowest compared OMol25 entry of this formula, charge and spin): 141.3 kcal/mol
* SMILES: CCOS(C)(=O)=O.CCOS(C)(=O)=O.CCOS(C)(=O)=O.CCOS(C)(=O)=O.CCOS(C)(=O)=O.CCOS(C)(=O)=O

Geometry as ORCA input:
```
! RIJCOSX wB97M-V def2-TZVPD def2/J DEFGRID3
* xyz 0 1
C 1.88 -1.20 4.34
C 2.55 -0.11 3.48
O 1.75 0.00 2.34
S 2.57 0.39 0.98
C 3.22 -1.39 0.55
O 1.69 0.84 -0.07
O 3.67 1.27 1.41
H 1.54 -2.14 3.90
H 1.04 -0.79 4.90
H 2.57 -1.37 5.16
H 2.68 0.78 4.09
H 3.57 -0.45 3.27
H 4.08 -1.64 1.18
H 3.68 -1.43 -0.44
H 2.39 -2.05 0.77
C -7.57 7.20 5.17
C -6.03 7.40 5.29
O -5.49 6.16 5.69
S -5.28 4.77 4.72
C -3.84 3.98 5.63
O -6.51 3.99 4.88
O -4.87 5.16 3.38
H -7.96 8.12 4.73
H -8.06 7.13 6.14
H -7.78 6.24 4.71
H -5.61 7.80 4.37
H -5.90 8.21 6.01
H -2.89 4.52 5.60
H -3.87 2.93 5.34
H -4.16 3.94 6.67
C 4.53 -11.26 -2.66
C 4.94 -9.80 -2.30
O 5.97 -9.82 -1.32
S 6.42 -8.42 -0.62
C 6.92 -7.47 -2.20
O 5.15 -7.90 -0.04
O 7.67 -8.65 0.09
H 4.04 -11.19 -3.63
H 3.76 -11.71 -2.03
H 5.41 -11.90 -2.61
H 5.21 -9.34 -3.25
H 4.07 -9.35 -1.81
H 7.44 -8.13 -2.90
H 7.56 -6.70 -1.77
H 6.03 -7.00 -2.62
C -1.86 10.53 -0.84
C -1.85 8.98 -0.59
O -0.81 8.41 -1.41
S -1.30 7.98 -2.95
C -2.29 6.55 -2.31
O -2.21 9.07 -3.41
O -0.17 7.55 -3.72
H -0.96 10.96 -1.28
H -2.22 10.92 0.11
H -2.61 10.88 -1.55
H -1.41 9.00 0.41
H -2.88 8.63 -0.67
H -3.25 6.99 -2.06
H -1.72 6.18 -1.46
H -2.22 5.72 -3.02
C -6.96 -8.23 4.84
C -6.46 -7.83 3.44
O -6.11 -6.40 3.41
S -5.03 -5.99 2.22
C -3.49 -6.65 3.08
O -5.15 -6.88 1.07
O -5.11 -4.55 2.04
H -7.20 -9.29 4.78
H -7.90 -7.77 5.16
H -6.29 -8.03 5.67
H -5.71 -8.47 2.99
H -7.22 -7.90 2.66
H -3.50 -7.71 3.32
H -3.33 -5.99 3.94
H -2.68 -6.29 2.46
C 4.89 4.41 -8.72
C 5.13 3.96 -7.37
O 5.87 2.73 -7.49
S 5.55 1.46 -6.48
C 3.84 0.94 -6.88
O 6.36 0.28 -6.87
O 5.56 1.98 -5.14
H 4.13 5.18 -8.82
H 4.37 3.57 -9.19
H 5.84 4.58 -9.23
H 5.53 4.68 -6.65
H 4.10 3.81 -7.06
H 3.09 1.54 -6.38
H 3.74 -0.11 -6.60
H 3.69 0.98 -7.96
*
```

=====

2.
6 unconnected molecules or ions with the total composition C18H48O18S6. Source: the Open Molecules 2025 dataset; level of theory: ωB97M-V/def2-TZVPD.

* E_HOMO: -10.86 eV
* relative energy (zero: lowest compared OMol25 entry of this formula, charge and spin): 120.1 kcal/mol
* SMILES: CCOS(C)(=O)=O.CCOS(C)(=O)=O.CCOS(C)(=O)=O.CCOS(C)(=O)=O.CCOS(C)(=O)=O.CCOS(C)(=O)=O

Geometry as ORCA input:
```
! RIJCOSX wB97M-V def2-TZVPD def2/J DEFGRID3
* xyz 0 1
C -4.20 1.25 -8.57
C -2.81 0.71 -8.67
O -2.19 1.12 -9.83
S -1.40 0.04 -10.76
C -2.85 -0.76 -11.56
O -0.64 0.70 -11.86
O -0.64 -0.90 -9.86
H -4.61 0.92 -7.61
H -4.82 0.81 -9.35
H -4.33 2.33 -8.65
H -2.24 1.05 -7.81
H -2.92 -0.37 -8.61
H -3.41 -1.46 -10.94
H -2.37 -1.31 -12.37
H -3.51 0.06 -11.84
C 0.12 -0.05 9.82
C 0.77 1.21 10.41
O 0.77 1.07 11.82
S 1.18 2.40 12.75
C 3.04 2.21 12.63
O 0.90 3.63 11.98
O 0.67 2.21 14.10
H -0.93 -0.14 10.09
H 0.67 -0.97 10.01
H -0.05 0.06 8.75
H 1.79 1.15 10.05
H 0.25 2.12 10.12
H 3.24 1.27 13.14
H 3.49 2.93 13.30
H 3.56 2.15 11.67
C 0.77 -0.27 2.40
C 0.79 0.26 0.95
O -0.44 0.05 0.22
S -0.45 0.46 -1.36
C -2.23 0.35 -1.92
O 0.00 1.86 -1.55
O 0.25 -0.63 -2.13
H 1.75 -0.10 2.84
H 0.63 -1.36 2.40
H 0.00 0.12 3.06
H 0.94 1.34 0.96
H 1.50 -0.42 0.47
H -2.65 -0.65 -1.82
H -2.42 0.66 -2.95
H -2.84 1.03 -1.33
C -4.71 3.70 2.29
C -4.25 3.96 3.71
O -2.93 3.49 4.00
S -2.52 3.55 5.57
C -2.47 5.43 5.80
O -3.53 3.03 6.44
O -1.10 3.18 5.68
H -3.90 3.37 1.65
H -5.13 4.65 1.95
H -5.47 2.92 2.24
H -4.42 5.00 3.98
H -4.86 3.31 4.34
H -2.16 5.47 6.84
H -3.44 5.92 5.75
H -1.72 5.86 5.14
C 5.29 1.84 -3.66
C 4.42 1.80 -4.87
O 5.33 1.67 -5.96
S 5.31 2.78 -7.25
C 3.86 2.14 -8.28
O 5.01 4.11 -6.81
O 6.55 2.54 -7.98
H 4.85 2.61 -3.03
H 6.33 2.14 -3.79
H 5.39 0.94 -3.06
H 3.89 0.84 -4.87
H 3.69 2.60 -4.94
H 3.76 2.80 -9.13
H 3.02 2.15 -7.58
H 4.17 1.11 -8.49
C -0.11 -5.94 0.35
C 0.08 -7.30 -0.18
O 0.82 -7.98 0.87
S 0.84 -9.66 0.95
C 1.83 -10.01 -0.58
O 1.54 -10.02 2.15
O -0.50 -10.19 0.66
H -0.51 -5.99 1.36
H -0.86 -5.38 -0.21
H 0.75 -5.29 0.49
H -0.88 -7.71 -0.48
H 0.72 -7.37 -1.07
H 2.04 -11.07 -0.70
H 2.72 -9.39 -0.52
H 1.09 -9.79 -1.35
*
```

=====

| no. | HOMO-LUMO gap (eV) |
| --- | --- |
| 1 | 10.93 |
| 2 | 10.81 |